# 1
DFT (the ωB97M-V functional and the def2-TZVPD basis) results for a molecular structure, C44H57N3O7SSn.

The geometry in XYZ format:
```
113
Properties=species:S:1:pos:R:3:forces:R:3:mulliken_charge:R:1
Sn -1.782 -0.970 0.380 0.31 -0.27 0.11 0.98
C 5.175 -1.840 -3.166 0.00 -0.04 -0.04 -1.28
C 4.023 -1.990 -4.172 0.05 0.04 0.00 2.25
C 4.031 -0.785 -5.125 0.00 -0.04 0.01 -1.71
C 4.283 -3.245 -5.008 -0.03 0.03 0.02 -2.34
C 2.694 -2.051 -3.415 0.10 -0.18 -0.07 -1.16
C 2.265 -0.973 -2.695 -0.22 0.10 0.05 0.23
C 1.023 -0.972 -2.008 0.15 -0.58 -0.06 -1.66
N 0.537 0.023 -1.255 -0.25 0.50 0.13 0.00
C 1.129 1.077 -0.748 -0.18 -0.48 -0.18 -1.25
C 2.541 1.286 -0.650 0.26 0.20 0.12 -0.46
C 3.060 2.429 -0.141 0.09 -0.23 -0.17 -0.09
C 2.147 3.444 0.303 -0.30 0.08 0.02 -0.35
C 0.794 3.324 0.333 0.28 0.31 0.15 -0.42
C 0.194 2.073 -0.157 -0.41 -0.23 -0.01 1.69
O -1.014 1.852 -0.133 0.26 0.12 0.01 -0.94
C -0.016 4.500 0.909 -0.08 0.03 0.03 2.32
C -1.539 4.320 0.910 -0.04 -0.14 -0.03 -2.31
C 0.293 5.766 0.092 0.06 -0.02 0.01 -1.74
C 0.409 4.723 2.371 0.00 0.00 0.00 -1.65
C 4.577 2.598 -0.025 0.08 -0.06 0.05 2.13
C 5.224 2.406 -1.405 -0.03 0.02 -0.01 -1.33
C 5.134 1.546 0.946 -0.03 0.02 0.01 -1.71
C 4.982 3.980 0.494 -0.04 0.01 0.01 -2.35
C 0.110 -2.117 -2.155 0.32 0.29 0.03 1.80
O -1.075 -2.050 -1.742 -0.11 -0.10 0.46 -1.25
C 0.655 -3.303 -2.795 -0.19 0.05 0.03 -0.08
C 1.880 -3.213 -3.400 0.10 0.11 0.05 0.00
C -0.102 -4.642 -2.910 0.04 -0.03 -0.02 1.99
C -1.420 -4.736 -2.130 0.04 0.14 0.04 -2.06
C 0.809 -5.762 -2.375 0.00 0.02 -0.01 -1.69
C -0.415 -4.899 -4.393 0.00 0.01 0.03 -1.74
H 6.138 -1.766 -3.683 -0.01 0.00 0.01 0.47
H 5.205 -2.702 -2.495 0.01 0.03 0.01 0.31
H 5.043 -0.946 -2.555 0.01 0.00 0.00 -0.01
H 4.959 -0.767 -5.705 0.00 0.03 0.02 0.46
H 3.955 0.157 -4.579 -0.02 -0.01 -0.02 0.26
H 3.189 -0.843 -5.818 0.01 0.02 0.00 0.35
H 5.218 -3.125 -5.562 0.01 -0.01 0.01 0.47
H 3.481 -3.412 -5.731 0.01 -0.03 0.01 0.42
H 4.380 -4.134 -4.381 -0.03 -0.01 -0.03 0.35
H 2.842 -0.058 -2.702 -0.01 -0.02 -0.07 1.31
H 3.197 0.470 -0.918 -0.01 -0.01 0.05 1.19
H 2.572 4.366 0.679 0.00 -0.02 -0.01 0.24
H -1.936 4.139 -0.087 0.02 0.00 0.00 0.39
H -1.999 5.231 1.306 0.06 0.01 0.02 0.48
H -1.843 3.481 1.532 -0.05 0.01 -0.01 0.53
H 0.008 5.620 -0.953 0.00 0.02 0.01 0.37
H 1.355 6.024 0.122 -0.03 0.01 -0.02 0.29
H -0.274 6.612 0.490 0.00 -0.01 -0.01 0.46
H 0.191 3.831 2.961 0.02 0.03 0.01 0.36
H -0.150 5.560 2.800 0.00 -0.02 -0.01 0.45
H 1.475 4.945 2.461 -0.02 -0.01 0.00 0.31
H 5.059 1.396 -1.782 0.00 0.01 0.00 -0.04
H 6.305 2.576 -1.354 -0.02 -0.02 0.02 0.52
H 4.796 3.107 -2.126 0.02 -0.01 0.00 0.31
H 4.905 0.536 0.605 0.00 0.00 0.01 0.29
H 4.687 1.670 1.934 0.01 -0.03 0.00 0.36
H 6.221 1.641 1.041 -0.02 0.00 -0.01 0.46
H 4.639 4.777 -0.170 -0.01 -0.01 0.03 0.39
H 6.072 4.038 0.555 0.00 0.00 -0.01 0.46
H 4.583 4.164 1.494 0.01 0.02 -0.03 0.42
H 2.249 -4.091 -3.915 -0.02 0.01 -0.03 0.18
H -1.293 -4.497 -1.075 -0.02 -0.03 0.00 0.34
H -1.795 -5.761 -2.210 0.02 0.00 -0.01 0.47
H -2.173 -4.057 -2.523 0.00 0.00 0.02 0.35
H 1.082 -5.553 -1.339 0.00 -0.03 -0.01 0.30
H 1.728 -5.862 -2.958 -0.01 -0.01 0.03 0.30
H 0.284 -6.721 -2.404 0.00 0.02 -0.02 0.50
H -1.030 -4.087 -4.787 -0.01 -0.04 -0.01 0.36
H -0.964 -5.838 -4.511 0.01 0.01 0.01 0.45
H 0.497 -4.954 -4.994 -0.02 -0.01 0.00 0.30
O -3.626 -4.686 2.282 0.16 0.12 -0.02 -0.76
C -3.433 -3.552 1.833 -0.39 -0.23 0.01 -0.33
O -2.345 -3.107 1.351 0.25 0.57 -0.35 -0.19
C -4.638 -2.603 1.868 0.00 0.09 0.00 0.60
C -5.703 -2.891 2.713 -0.03 -0.05 0.09 -0.55
C -6.750 -1.991 2.790 -0.04 0.01 -0.10 -0.49
C -6.727 -0.862 1.987 0.07 0.03 0.14 -0.28
C -5.654 -0.682 1.122 0.04 0.10 0.04 0.25
N -4.628 -1.531 1.081 0.11 -0.04 0.04 0.05
C -5.683 0.474 0.124 -0.38 0.12 -0.31 0.20
O -6.118 1.600 0.563 0.17 -0.30 0.18 -0.77
O -5.409 0.208 -1.040 0.15 0.01 0.03 -0.70
H -5.678 -3.805 3.288 0.05 0.01 0.02 0.48
H -7.583 -2.166 3.462 0.01 -0.02 0.01 0.39
H -7.509 -0.116 2.025 -0.01 -0.01 -0.04 0.41
S -3.992 1.643 4.174 0.04 -0.13 -0.13 -0.34
C -5.139 2.822 3.862 -0.02 -0.03 0.09 0.30
N -5.963 2.784 2.773 0.01 0.17 -0.05 0.15
C -6.893 3.728 2.534 -0.13 0.01 -0.11 -0.13
C -7.107 4.787 3.364 -0.03 0.02 0.13 -0.78
C -6.281 4.885 4.506 0.05 -0.05 -0.05 0.03
C -5.330 3.940 4.742 -0.08 0.08 -0.06 -0.86
H -5.899 2.064 1.925 0.11 0.09 0.21 0.15
H -7.453 3.578 1.619 0.05 -0.06 0.00 0.37
H -7.881 5.512 3.159 0.03 -0.01 -0.08 0.38
H -6.399 5.723 5.185 0.01 -0.03 0.03 0.33
H -4.673 3.996 5.598 -0.01 -0.01 0.01 0.34
C 1.972 -1.080 2.781 -0.10 0.16 -0.03 -1.83
C 0.593 -1.698 2.528 0.10 -0.43 0.26 1.95
C -0.229 -1.632 3.822 -0.17 0.10 -0.19 -1.73
C 0.758 -3.171 2.125 -0.13 0.10 -0.14 -1.63
O -0.027 -0.977 1.511 -0.39 0.12 -0.47 -0.06
H 2.504 -1.599 3.585 -0.01 0.01 -0.03 0.45
H 1.852 -0.026 3.051 0.04 -0.03 0.01 0.39
H 2.566 -1.129 1.867 0.06 -0.01 -0.06 0.26
H 0.266 -2.169 4.637 -0.04 0.02 0.00 0.41
H -1.212 -2.074 3.643 0.05 -0.05 0.05 0.20
H -0.381 -0.589 4.111 0.05 0.00 0.03 0.36
H 1.205 -3.757 2.934 0.04 -0.01 -0.03 0.46
H 1.391 -3.241 1.234 0.03 0.01 0.03 0.29
H -0.226 -3.577 1.882 0.12 -0.05 0.07 0.21
```
Forces are in eV/Å.

HOMO-LUMO gap (alpha / beta): 5.61 / 5.61 eV
HOMO level (alpha / beta): -2.460 / -2.459 eV
Lowest unoccupied orbital energy (alpha / beta): 3.15 / 3.15 eV
Net charge: -2
Maximum force: 0.71 eV Å⁻¹
Energy above the lowest of the compared OMol25 structures with the same formula, charge and spin: 0.0 kJ/mol



# 2
DFT (the ωB97M-V functional and the def2-TZVPD basis) results for a molecular structure, C44H58AuGeN2O5.

The geometry in XYZ format:
```
111
Properties=species:S:1:pos:R:3:forces:R:3:lowdin_spin:R:1
Au 0.018 -1.317 -0.909 0.35 0.13 -0.57 0.00
C 1.869 3.003 1.820 -0.02 0.00 -0.01 0.00
C 0.771 3.299 0.798 0.01 -0.01 0.02 0.00
C 0.354 4.754 0.840 0.00 -0.03 -0.02 0.00
O 1.183 2.982 -0.511 -0.01 0.00 -0.01 0.00
C 1.024 1.567 -0.662 -0.02 0.09 -0.01 0.00
C -0.268 1.284 0.250 0.01 0.01 0.08 0.02
O -0.351 2.487 1.031 -0.01 0.00 0.00 0.00
C -1.753 0.828 -0.077 0.13 0.12 -0.09 0.02
O -1.770 -0.227 -0.967 -0.46 -0.10 0.35 0.00
C -2.657 1.933 -0.630 -0.05 -0.07 -0.04 0.01
C -4.036 1.716 -0.615 0.06 0.00 -0.02 0.00
C -4.914 2.632 -1.168 -0.01 0.04 -0.02 0.00
C -4.430 3.800 -1.749 -0.02 -0.03 0.02 0.00
C -3.063 4.022 -1.775 0.02 -0.01 0.00 0.00
C -2.187 3.093 -1.225 0.04 0.04 0.00 0.00
C -2.277 0.398 1.321 0.03 -0.03 0.00 0.23
C -2.584 1.295 2.302 -0.08 -0.04 0.01 0.01
C -2.841 0.892 3.627 0.00 0.03 -0.02 0.31
C -2.717 -0.473 3.984 -0.03 -0.03 0.02 0.02
C -2.458 -1.412 3.043 0.04 0.09 -0.02 0.20
C -2.382 -1.079 1.587 -0.11 0.02 -0.15 0.06
C 1.415 1.329 -2.169 -0.02 -0.09 -0.01 0.00
O 1.573 -0.008 -2.644 0.23 0.03 -0.10 0.00
C 2.822 1.935 -2.412 -0.01 0.03 0.04 0.00
C 3.724 2.312 -1.426 0.01 -0.02 -0.04 0.00
C 5.015 2.713 -1.753 0.00 0.00 0.01 0.00
C 5.431 2.747 -3.073 -0.01 -0.01 -0.01 0.00
C 4.540 2.366 -4.069 0.00 0.00 0.00 0.00
C 3.257 1.964 -3.738 0.00 -0.01 0.00 0.00
C 0.390 1.976 -3.098 0.00 0.06 0.02 0.00
C 0.477 3.321 -3.446 -0.01 0.00 0.00 0.00
C -0.467 3.896 -4.285 -0.01 -0.01 0.00 0.00
C -1.513 3.130 -4.782 0.01 0.01 0.01 0.00
C -1.611 1.795 -4.426 0.00 0.00 0.01 0.00
C -0.665 1.218 -3.589 -0.05 0.00 0.01 0.00
H 2.744 3.626 1.624 0.00 0.00 0.01 0.00
H 2.165 1.954 1.794 0.00 -0.01 0.00 0.00
H 1.495 3.216 2.821 0.01 0.00 0.00 0.00
H 1.208 5.390 0.605 0.00 0.01 0.01 0.00
H -0.012 4.998 1.837 0.00 0.01 0.00 0.00
H -0.441 4.929 0.118 0.00 0.00 -0.01 0.00
H 1.816 1.054 -0.108 0.01 -0.03 0.00 0.00
H 0.076 0.479 0.907 0.04 -0.01 0.01 0.00
H -4.418 0.810 -0.162 -0.01 0.00 0.00 0.00
H -5.980 2.439 -1.145 0.00 0.00 0.00 0.00
H -5.113 4.523 -2.179 0.00 0.00 0.00 0.00
H -2.666 4.916 -2.241 0.01 0.00 0.00 0.00
H -1.124 3.278 -1.277 0.01 0.01 -0.01 0.00
H -2.582 2.352 2.066 0.00 0.00 0.01 0.00
H -3.070 1.632 4.383 0.00 0.00 0.00 0.02
H -2.830 -0.764 5.023 0.00 0.00 0.00 -0.01
H -2.382 -2.457 3.322 0.02 0.01 0.02 0.01
H -3.589 -1.344 -0.181 0.00 0.07 0.02 0.00
H 3.441 2.291 -0.385 0.00 0.00 0.01 0.00
H 5.699 2.997 -0.962 0.00 0.00 0.00 0.00
H 6.436 3.061 -3.325 0.00 0.00 0.00 0.00
H 4.845 2.377 -5.109 0.01 0.00 0.00 0.00
H 2.575 1.649 -4.517 0.00 0.00 0.00 0.00
H 1.288 3.923 -3.057 0.00 0.00 0.00 0.00
H -0.384 4.944 -4.547 0.00 0.00 0.00 0.00
H -2.257 3.579 -5.430 0.00 0.00 0.00 0.00
H -2.439 1.196 -4.783 0.00 0.00 0.00 0.00
H -0.763 0.187 -3.283 0.01 0.00 -0.02 0.00
C 1.476 -4.202 3.762 0.00 0.01 -0.02 0.00
C 0.609 -3.040 3.253 0.05 -0.05 0.03 0.01
N 1.292 -2.241 2.247 -0.15 -0.04 0.13 0.06
C 2.317 -2.981 1.548 0.00 -0.06 -0.02 0.00
C 3.411 -3.556 2.473 0.00 0.02 0.02 0.01
N 2.861 -3.760 3.816 0.01 0.00 0.00 0.02
C 2.596 -0.692 3.743 -0.02 0.01 -0.02 0.70
C 1.622 -0.864 2.625 0.03 0.01 -0.04 0.09
H 1.341 -5.077 3.105 0.00 0.00 0.00 0.00
H 1.153 -4.498 4.762 -0.01 0.00 0.00 0.00
H 0.327 -2.394 4.087 0.02 0.01 0.00 0.00
H -0.322 -3.455 2.844 0.02 0.03 0.01 0.00
H 2.751 -2.343 0.780 -0.01 0.01 -0.01 0.00
H 1.821 -3.800 1.016 0.00 -0.01 0.01 0.00
H 4.256 -2.866 2.548 0.00 0.00 -0.01 0.00
H 3.786 -4.491 2.029 0.00 0.00 0.00 0.00
H 3.431 -4.408 4.341 0.00 0.00 0.00 0.00
H 3.662 -0.704 3.556 0.00 -0.01 0.00 0.04
H 2.273 -0.755 4.773 0.01 0.00 0.00 0.04
H 2.009 -0.399 1.713 -0.02 0.02 0.00 0.01
H 0.677 -0.370 2.876 0.01 0.02 0.00 0.01
C 4.263 -0.932 -1.555 -0.03 0.03 0.02 0.00
O 2.975 -0.915 -0.960 0.04 0.06 0.00 0.00
C 1.861 -1.174 -1.806 -0.15 -0.17 0.25 0.00
C 2.165 -2.252 -2.831 -0.04 0.06 0.00 0.00
H 4.586 -1.954 -1.780 0.01 0.00 0.00 0.00
H 4.945 -0.501 -0.823 0.01 0.01 0.00 0.00
H 4.309 -0.332 -2.467 -0.01 0.01 -0.01 0.00
H 2.975 -1.960 -3.509 0.00 -0.02 -0.01 0.00
H 1.272 -2.431 -3.427 0.00 -0.02 0.00 0.00
H 2.427 -3.175 -2.313 0.01 -0.01 -0.01 0.00
C -4.209 -4.502 2.455 0.03 0.01 0.00 0.00
Ge -3.674 -3.624 0.775 -0.03 -0.01 -0.03 0.00
C -4.991 -4.143 -0.587 0.01 0.04 0.00 0.00
C -1.901 -4.258 0.238 -0.01 -0.05 0.02 0.00
C -3.633 -1.667 0.862 0.11 0.03 0.04 0.05
H -4.541 -5.523 2.258 0.00 0.00 -0.01 0.00
H -5.027 -3.959 2.930 0.00 0.00 0.00 0.00
H -3.376 -4.545 3.157 -0.01 0.00 0.01 0.00
H -4.980 -5.221 -0.754 0.01 -0.01 0.01 0.00
H -4.765 -3.644 -1.530 -0.01 -0.01 -0.01 0.00
H -5.997 -3.854 -0.280 0.00 0.01 -0.01 0.00
H -1.938 -5.277 -0.151 -0.04 -0.01 0.01 0.00
H -1.214 -4.243 1.086 0.01 0.02 -0.04 0.00
H -1.484 -3.606 -0.533 0.00 -0.01 0.01 0.00
H -1.519 -1.565 1.110 0.10 -0.08 0.19 0.02
H -4.532 -1.252 1.326 -0.07 -0.08 -0.01 0.00
```
Forces are in eV/Å.

HOMO-LUMO gap (alpha / beta): 6.48 / 6.73 eV
HOMO level (alpha / beta): -3.850 / -4.198 eV
⟨S²⟩: 2.043
Multiplicity: 3
Lowest unoccupied orbital energy (alpha / beta): 2.63 / 2.53 eV
Net charge: -1
Maximum force: 0.68 eV Å⁻¹